# 1
Density functional theory data (ωB97M-V with the def2-TZVPD basis set) for a cluster of 3 separate species, C32H64O7P in total in a non-equilibrium geometry.

The geometry in ORCA input format:
```
! wB97M-V def2-TZVPD RIJCOSX def2/J DEFGRID3
* xyz -1 1
C 1.650 -5.999 -0.344
O 2.997 -5.979 -0.757
C 3.690 -4.835 -0.245
C 3.353 -3.529 -1.006
C 4.562 -2.854 -1.677
C 4.031 -1.766 -2.616
C 5.016 -1.202 -3.688
O 4.423 -0.045 -4.213
P 2.992 0.411 -3.284
C 3.801 1.992 -2.579
C 2.991 2.679 -1.477
O 1.856 3.390 -1.978
C 0.620 2.838 -1.550
C 0.074 3.730 -0.419
O -1.299 3.477 -0.043
C -1.738 2.221 -0.421
C -1.393 1.092 0.272
C -1.793 -0.152 -0.145
C -2.557 -0.288 -1.285
C -2.982 -1.674 -1.821
C -4.450 -1.866 -1.266
C -2.152 -2.796 -1.182
C -3.094 -1.742 -3.353
C -1.787 -1.777 -4.180
C -0.789 -0.635 -3.901
C -1.001 -3.131 -4.132
C -2.218 -1.600 -5.676
C -2.939 0.860 -1.957
C -2.538 2.105 -1.536
O 3.526 -0.637 -1.979
H 1.064 -6.460 -1.151
H 1.491 -6.627 0.549
H 1.227 -5.001 -0.168
H 4.760 -5.059 -0.191
H 3.337 -4.711 0.795
H 2.591 -3.779 -1.752
H 2.950 -2.814 -0.278
H 5.084 -3.623 -2.270
H 5.291 -2.458 -0.956
H 3.298 -2.335 -3.224
H 5.254 -1.910 -4.502
H 5.990 -1.069 -3.162
H 2.579 1.238 -4.419
H 1.745 0.603 -2.572
H 2.309 -0.659 -4.013
H 3.947 2.680 -3.419
H 4.807 1.723 -2.217
H 2.760 1.991 -0.651
H 3.664 3.444 -1.044
H 0.749 1.790 -1.279
H -0.062 2.922 -2.407
H 0.755 3.734 0.447
H 0.106 4.758 -0.805
H -0.768 1.198 1.159
H -1.480 -1.027 0.413
H -5.176 -1.536 -2.017
H -4.601 -2.949 -1.144
H -4.583 -1.373 -0.300
H -2.333 -2.847 -0.103
H -2.540 -3.750 -1.572
H -1.087 -2.776 -1.432
H -3.717 -0.936 -3.758
H -3.647 -2.668 -3.592
H -1.284 0.331 -4.066
H -0.459 -0.631 -2.853
H 0.113 -0.725 -4.514
H -0.775 -3.474 -5.145
H -1.480 -3.892 -3.510
H -0.025 -2.924 -3.668
H -2.750 -2.497 -6.014
H -2.906 -0.742 -5.713
H -1.345 -1.369 -6.293
H -3.561 0.842 -2.846
H -2.833 2.995 -2.087
C -4.316 0.914 6.175
C -3.538 0.473 4.947
O -4.109 0.896 3.724
C -4.236 2.295 3.541
C -2.916 3.044 3.594
H -5.344 0.550 6.127
H -3.847 0.524 7.080
H -4.358 2.001 6.264
H -3.521 -0.617 4.909
H -2.494 0.798 5.012
H -4.947 2.709 4.266
H -4.684 2.432 2.556
H -2.429 2.944 4.566
H -3.076 4.107 3.408
H -2.227 2.657 2.840
C 2.097 4.066 7.237
C 2.432 2.646 6.809
O 1.308 1.895 6.390
C 0.591 2.408 5.280
C 1.421 2.535 4.015
H 1.362 4.057 8.045
H 2.996 4.578 7.585
H 1.676 4.651 6.418
H 2.853 2.108 7.659
H 3.201 2.647 6.030
H 0.126 3.366 5.542
H -0.226 1.709 5.096
H 2.252 3.231 4.137
H 0.802 2.896 3.192
H 1.842 1.568 3.736
*
```

Summary:
LUMO level = 2.26 eV
F_max = 2.397 eV/Å
E = -57840.4550 eV
gap between HOMO and LUMO = 6.1 eV
energy relative to the best compared isomer or geometry (same formula, charge and spin) = 0.0 kJ/mol
HOMO level = -3.86 eV



# 2
Density functional theory data (ωB97M-V with the def2-TZVPD basis set) for a structure of composition C8H6N4O3S2Ta in a non-equilibrium geometry.

The geometry in ORCA input format:
```
! wB97M-V def2-TZVPD RIJCOSX def2/J DEFGRID3
* xyz 1 1
Ta -0.224 0.972 -0.098
N -2.351 0.418 0.825
C -2.123 -0.838 1.610
C -0.821 -0.698 2.356
O -0.676 -0.973 3.509
N 0.191 -0.166 1.535
C 1.448 0.217 2.205
C 1.622 1.724 2.033
O 2.253 2.457 2.687
O 0.869 2.119 0.896
H -2.661 1.147 1.469
H -3.119 0.265 0.174
H -2.041 -1.670 0.910
H -2.926 -1.044 2.311
H 2.305 -0.265 1.732
H 1.440 -0.033 3.263
S -1.116 -0.472 -1.838
C 0.124 -0.583 -3.071
C -0.195 -1.386 -4.214
N -0.482 -2.045 -5.111
C 1.309 0.025 -2.936
S 1.739 0.967 -1.521
C 2.315 -0.053 -3.954
N 3.120 -0.087 -4.773
*
```

Summary:
LUMO level = -6.87 eV
F_max = 1.743 eV/Å
E = -43711.6492 eV
gap between HOMO and LUMO = 6.3 eV
HOMO level = -13.15 eV